Molecular formula: C69H154N6O11
Method: DFT, ωB97M-V/def2-TZVPD

Properties
max |F|	5.4	eV Å⁻¹
energy relative to the best compared isomer or geometry (same formula, charge and spin)	155.2	kcal/mol
SMILES	CC1(C)CCCC(C)(C)N1O.CC1(C)CCCC(C)(C)N1O.CC1(C)CCCC(C)(C)N1O.CC1(C)CCCC(C)(C)N1O.CC1(C)CCCC(C)(C)N1O.CC1(C)CCCC(C)(C)N1O.CC(C)O.CC(C)O.CC(C)O.CC(C)O.CC(C)O

```
! RIJCOSX wB97M-V def2-TZVPD def2/J DEFGRID3
* xyz 0 1
O 13.78450 -2.61422 -31.70166
O 12.77579 -2.14160 -27.79375
O 19.15852 -6.26139 -29.59838
O 13.04228 2.51016 -25.79486
O 12.25678 -9.00520 -28.67431
O 13.40615 -0.10450 -29.55816
O 9.97292 -8.32874 -27.18363
O 11.95858 -3.82079 -29.86459
O 19.20355 -2.93481 -23.16521
O 11.97717 0.23764 -20.03627
O 15.96639 0.94127 -30.32461
N 17.05447 1.67892 -29.90802
N 12.25991 2.63477 -24.72861
N 9.61332 -8.65812 -25.88612
N 19.95963 -5.51554 -28.80626
N 11.23402 -0.83482 -20.55796
N 19.04160 -1.60001 -22.82594
C 10.96283 -3.26052 -21.03401
C 11.99374 2.77476 -22.12881
C 11.31888 -0.51764 -30.47879
C 12.40251 0.51077 -30.33283
C 19.92206 0.58518 -22.43643
C 10.66258 -8.09700 -24.93477
C 16.48891 -1.83468 -22.47379
C 21.19686 -3.37292 -27.35738
C 11.91928 -2.10661 -20.52096
C 14.93243 -3.33548 -31.16294
C 21.93077 -3.93682 -28.59021
C 21.45022 -1.50476 -22.17501
C 14.15872 3.66084 -23.22550
C 12.06794 -8.61396 -25.16676
C 13.75217 -1.93034 -25.51380
C 9.83830 -11.14612 -26.48296
C 9.00404 -1.62728 -21.37231
C 8.98348 -9.98230 -25.80094
C 18.96298 3.12899 -30.40416
C 18.62540 -6.25804 -26.96990
C 12.76607 -6.87235 -28.98656
C 9.75882 -0.75593 -20.34281
C 18.55295 2.28101 -28.12190
C 16.12776 -2.48095 -31.79007
C 10.31531 -3.84080 -28.21409
C 13.04725 1.06286 -31.62964
C 20.91998 -4.63725 -29.52738
C 17.86674 2.21176 -31.02658
C 20.24973 -4.32916 -26.65423
C 17.67248 -1.07865 -23.15847
C 12.99705 2.56771 -23.38145
C 19.22833 -4.98725 -27.66171
C 16.92095 3.13122 -31.87068
C 20.27225 -0.81431 -23.01515
C 18.54618 1.13794 -31.92815
C 10.16350 -8.44257 -23.46734
C 17.98983 -3.97337 -28.08110
C 10.16390 3.49239 -23.66086
C 9.35441 -1.24516 -18.92861
C 18.13287 -0.15821 -28.65291
C 17.36921 -0.99374 -24.72376
C 10.19572 3.01619 -26.14949
C 9.79304 -2.83847 -21.91417
C 17.52729 1.24882 -28.55673
C 18.63357 1.31055 -22.93511
C 13.64537 1.18987 -23.20975
C 11.40644 -8.08385 -30.71872
C 10.94685 3.83729 -22.36223
C 9.85103 -3.84401 -30.74478
C 16.36291 1.35912 -27.52844
C 19.60558 2.69065 -29.19128
C 9.22688 0.72654 -20.48630
C 9.95277 -9.97952 -23.42207
C 12.58963 -8.13943 -29.73561
C 7.59214 -9.88928 -26.44676
C 17.45147 0.37289 -22.59910
C 21.82356 -5.59964 -30.38453
C 10.66518 -4.38971 -29.59734
C 13.80197 -2.59623 -26.87686
C 13.76405 -4.12288 -26.70979
C 14.99792 -4.79413 -31.69313
C 20.12719 -3.57059 -30.44314
C 12.43701 -2.39544 -19.12135
C 11.05783 3.50146 -24.97117
C 11.42538 4.94553 -25.37030
C 20.76392 -0.57225 -24.39158
C 10.76360 -6.57534 -24.89414
C 13.16739 -1.97279 -21.48010
C 8.70470 -10.34394 -24.31399
H 13.08758 0.35953 -32.46139
H 10.60396 -5.47387 -29.50277
H 9.28903 -7.90253 -23.10436
H 21.10785 -1.86653 -21.20548
H 12.98192 -4.53392 -26.07148
H 20.18606 0.09319 -25.03297
H 22.68539 -4.66842 -28.30141
H 14.69770 -2.20777 -27.36149
H 11.62535 -7.51559 -31.62274
H 9.88030 1.45381 -20.00442
H 18.97480 -0.42020 -29.29371
H 17.44907 -1.99790 -25.14015
H 21.76880 -0.15084 -24.36479
H 10.76565 2.80833 -27.05508
H 10.25039 3.69147 -21.53653
H 18.64073 4.16783 -30.47531
H 12.20808 0.66962 -20.86190
H 12.01964 5.47101 -24.62275
H 9.47757 -2.82074 -30.70534
H 11.49407 -8.60132 -28.25388
H 14.01105 -0.87260 -25.46638
H 22.46899 -5.00441 -31.03045
H 15.29313 -4.85501 -32.74062
H 17.06332 -4.22683 -27.56588
H 19.82611 -2.75352 -29.78752
H 14.00294 1.54860 -31.43262
H 16.58843 -2.89756 -22.69393
H 11.15441 -9.07715 -31.09012
H 12.03868 -9.67889 -25.39736
H 11.41353 -6.14102 -24.13451
H 18.25932 -3.05004 -27.56834
H 18.57656 2.31567 -22.51729
H 11.00725 -1.08321 -29.60065
H 11.42825 1.84948 -22.01843
H 9.26752 -11.97520 -26.90119
H 12.78623 -6.13056 -29.78497
H 19.17656 0.44759 -31.36765
H 10.31929 -10.69132 -27.34894
H 9.08486 -2.29905 -18.85954
H 9.22856 -7.80057 -27.48121
H 13.75807 -6.78868 -28.54268
H 12.44309 -8.14402 -26.07589
H 19.37788 -7.00471 -26.71616
H 19.18761 1.85523 -27.34471
H 16.61226 0.87966 -23.07555
H 22.43172 -6.21904 -29.72528
H 17.95509 -6.83330 -27.60854
H 21.92007 -2.39263 -22.59813
H 18.09425 3.19752 -27.75081
H 12.43220 3.10782 -21.18812
H 13.52620 -8.45913 -30.19246
H 13.89991 -2.77896 -21.44001
H 16.95097 -2.70457 -31.11154
H 12.84146 -1.78613 -22.50335
H 13.65304 4.62632 -23.24089
H 11.82865 5.11377 -26.36888
H 9.34191 -4.12997 -27.81789
H 19.26637 -4.04156 -30.91777
H 13.66693 -4.56481 -27.70143
H 12.95043 0.38511 -23.44961
H 20.88571 -5.09071 -26.20293
H 10.86487 -8.16019 -22.68221
H 13.88579 -0.60408 -30.22296
H 10.48502 -3.99979 -31.61764
H 12.04265 -1.80278 -18.29592
H 12.45071 1.93504 -31.89713
H 20.32706 3.41200 -28.80758
H 11.57095 -3.94672 -21.62344
H 13.84907 -1.20440 -21.11544
H 15.21762 1.45557 -30.01404
H 16.26889 3.77285 -31.27803
H 16.51361 -1.80519 -21.38446
H 14.79891 -3.18588 -30.09154
H 12.09995 1.37096 -29.73564
H 17.23447 0.51042 -21.53980
H 13.14417 -1.43180 -28.32485
H 10.43972 -7.76769 -30.32682
H 10.62693 5.68745 -25.35950
H 14.87697 3.69633 -24.04462
H 10.08082 -0.95007 -18.17141
H 7.74843 -9.93414 -23.98880
H 16.42635 -0.53325 -25.01882
H 16.27920 2.55745 -32.53929
H 15.74160 -5.26169 -31.04782
H 21.93007 -3.23373 -26.56293
H 19.28243 1.60645 -32.58126
H 20.82264 -1.47826 -24.99474
H 17.73869 0.57725 -32.39895
H 14.48191 1.03906 -23.89207
H 11.64702 -1.29362 -31.17038
H 19.63012 -3.87565 -25.88058
H 9.36998 4.21949 -23.83148
H 10.49070 -3.82910 -20.23282
H 10.41124 -0.10611 -30.92029
H 21.20361 -6.13230 -31.10566
H 18.67276 1.52461 -24.00317
H 11.31143 4.86426 -22.38507
H 14.64830 3.53379 -22.25996
H 19.82434 0.55059 -21.35137
H 15.54541 -1.41185 -22.81892
H 9.11913 -3.68922 -22.01503
H 17.38821 -0.87043 -29.00832
H 19.36619 -7.13444 -29.25744
H 22.26368 -0.78552 -22.27034
H 15.71933 0.47967 -27.55000
H 20.66117 1.35739 -22.64975
H 14.42829 -2.41017 -24.80618
H 8.38163 -0.84521 -18.64255
H 8.62230 -11.42753 -24.22945
H 17.41566 3.87027 -32.50091
H 14.02009 1.04804 -22.19608
H 9.47773 3.73919 -26.53662
H 9.73373 2.07684 -25.84569
H 18.09826 -0.48912 -25.35776
H 9.79898 -6.09620 -24.72673
H 9.74113 2.53577 -23.35387
H 8.86654 -4.30489 -30.82521
H 17.68348 -3.90219 -29.12474
H 9.25259 1.05304 -21.52593
H 16.22513 -2.64868 -32.86268
H 18.09285 -6.10629 -26.03104
H 12.02500 -6.61959 -28.22827
H 8.15913 0.77296 -20.27212
H 10.82679 -10.58383 -23.66495
H 10.13079 -2.51733 -22.89952
H 10.36505 -2.75197 -28.22303
H 7.76201 -9.50252 -27.45158
H 12.89768 1.58226 -25.99406
H 7.18714 -10.89687 -26.54058
H 19.41491 -3.39800 -22.35135
H 12.13592 -3.38232 -18.76993
H 12.73839 -2.09894 -25.15058
H 8.56009 -1.07221 -22.19869
H 8.09003 -2.10129 -21.01455
H 14.04511 -5.23187 -31.39539
H 11.00297 -4.11439 -27.41386
H 13.10572 -3.05723 -31.18727
H 15.94240 -1.41315 -31.67372
H 15.78783 2.27520 -27.66328
H 19.80627 3.03885 -31.08887
H 12.79219 -8.44425 -24.37005
H 16.81406 1.43195 -26.53887
H 22.39465 -3.06653 -29.05443
H 11.05298 -6.15775 -25.85849
H 14.69331 -4.42412 -26.22624
H 18.39304 -0.47779 -27.64382
H 20.73709 -2.40326 -27.54833
H 9.66083 -10.13563 -22.38356
H 20.81428 -3.07799 -31.13113
H 12.25143 -3.45286 -29.02766
H 10.65700 -11.54129 -25.88156
H 13.52696 -2.39183 -19.11258
H 20.20735 1.80155 -29.37966
H 6.89330 -9.22693 -25.93586
*
```